Run w
The following is a quantum chemistry calculation of the molecule C5H11P, from OMol25.

Structure (ORCA input):
```
! wB97M-V def2-TZVPD RIJCOSX def2/J DEFGRID3
* xyz 0 1
H 1.140 1.369 0.721
H -1.292 -1.473 0.804
C 1.690 0.578 0.224
H -0.587 -0.328 -2.245
H -0.855 1.330 -1.008
C 3.174 0.664 0.300
P -0.711 -0.047 -0.834
C -3.211 -0.534 0.476
H 1.489 -1.161 -0.964
C -1.705 -0.518 0.451
H 3.640 -0.028 -0.399
H -3.511 -0.764 1.500
H 3.476 1.681 0.041
H -3.625 0.435 0.206
H 3.541 0.460 1.306
C 1.000 -0.370 -0.408
H -3.654 -1.294 -0.171
*
```

LUMO level in eV: 1.1

These are the natural (NBO) partial charges, in e, on atoms 1 to 2: number 1, H, carries 0.202; number 2, H, carries 0.208


Run x
The following is a quantum chemistry calculation of a cluster of 2 separate species, C5H11P in total, from OMol25.

Structure (ORCA input):
```
! wB97M-V def2-TZVPD RIJCOSX def2/J DEFGRID3
* xyz 0 1
H 1.163 0.535 1.418
H -0.229 2.157 -0.199
H 2.605 0.221 0.377
C -1.280 -1.153 0.254
C -0.780 -2.114 1.237
C 0.707 0.490 -0.742
H -1.076 -3.181 1.250
H 0.587 2.414 -1.625
H -0.918 -1.756 2.339
C -0.059 1.754 -1.105
H 1.159 -0.151 -1.475
P -2.586 -1.103 -0.691
H -2.047 0.096 -1.419
H -0.899 1.550 -1.801
H 0.380 -2.201 1.298
H 1.665 1.735 0.444
C 1.610 0.707 0.441
*
```

LUMO level (spin up / spin down) in eV: -0.1 / 0.6

These are the natural (NBO) partial charges, in e, on atoms 1 to 2: number 1, H, carries 0.222; number 2, H, carries 0.208


Question: which arrangement is favored energetically? Ranking from most to least stable: run w, run x.


Run w
The following is a quantum chemistry calculation of the molecule C5H10S2, from OMol25.

Structure (ORCA input):
```
! wB97M-V def2-TZVPD RIJCOSX def2/J DEFGRID3
* xyz 0 1
C -0.129 0.317 -0.399
H 1.745 1.368 0.246
H -1.793 2.116 -1.035
S -1.953 -1.930 -0.587
C 1.404 0.521 -0.293
H 2.355 -0.405 1.552
C 1.961 -0.573 0.491
C -0.788 0.470 0.962
H -2.334 -1.629 0.743
H -0.062 -1.372 -1.844
H 1.981 -1.542 0.137
C -0.449 -1.102 -0.799
S -0.861 1.529 -1.810
H 1.721 0.478 -1.260
H -1.825 0.700 0.906
H -0.408 1.375 1.355
H -0.566 -0.320 1.635
*
```

LUMO level (spin up / spin down) in eV: -0.2 / 0.2

These are the natural (NBO) partial charges, in e, on atoms 1 to 2: number 1, C, carries -0.078; number 2, H, carries 0.226


Run x
The following is a quantum chemistry calculation of a cluster of 2 separate species, C5H10S2 in total, from OMol25.

Structure (ORCA input):
```
! wB97M-V def2-TZVPD RIJCOSX def2/J DEFGRID3
* xyz 0 1
C 0.367 -0.294 0.403
H 1.368 0.445 -1.321
S -2.845 -0.686 -0.242
H -1.252 1.739 -1.241
H 1.123 -2.023 1.303
H -1.254 -1.718 -1.702
H 0.065 2.935 -0.800
C -0.792 2.310 -0.405
C -1.444 -1.194 -0.858
H -1.480 2.953 0.038
H 2.632 -0.329 -0.202
H 0.772 -0.768 2.393
S -0.280 1.233 0.974
C 1.522 -0.339 -0.574
H 1.663 -1.273 -1.010
C 0.392 -1.298 1.479
H -0.558 -1.692 1.763
*
```

LUMO level in eV: 0.0

These are the natural (NBO) partial charges, in e, on atoms 1 to 2: number 1, C, carries -0.082; number 2, H, carries 0.220


Question: which arrangement is favored energetically? Ranking from most to least stable: run x, run w.